Here is a 9-piece molecular cluster, C35H66F6N4O22S2 overall at a distorted geometry from the Open Molecules 2025 dataset. Energies are from the ωB97M-V functional and the def2-TZVPD basis.

Element x y z (Å)
O 1.5143 -1.7783 -0.1338
H 2.1526 -2.3736 -0.5335
H 1.0261 -1.3630 -0.8485
H 1.9295 -1.0147 0.2737
C -2.4557 0.0551 -1.5829
F -3.5660 0.7894 -1.1484
F -2.6202 -1.1436 -1.0484
F -2.6002 0.0569 -2.8807
S -0.8266 0.9430 -0.9912
O -0.7809 2.2789 -1.6284
O -0.6718 1.0353 0.4802
N 0.3363 -0.2339 -1.6223
S 0.7456 0.3799 -2.9487
O -0.3686 0.7773 -3.7956
O 1.9383 1.2753 -2.9296
C 1.4819 -1.2229 -3.7794
F 2.1011 -1.9151 -2.8440
F 0.6342 -2.1045 -4.1783
F 2.2043 -0.9027 -4.9829
C 4.2385 3.5086 0.4748
O 2.9401 2.8899 0.5682
C 1.7898 3.7299 0.5083
C 1.5201 4.4234 -0.8110
N 0.1558 5.0943 -0.8874
C -0.0178 5.7357 -2.1725
C -1.5769 6.1890 -2.3379
O -1.6777 7.5146 -1.6682
C -2.7174 7.6788 -0.7536
H 4.3285 4.1428 -0.4071
H 4.8247 2.5965 0.3622
H 4.5428 3.9456 1.4259
H 1.9748 4.4470 1.3080
H 0.9225 3.0872 0.6594
H 1.6950 3.7761 -1.6703
H 2.3204 5.1587 -0.8941
H -0.5935 4.4201 -0.8242
H 0.4224 5.0642 -2.9097
H 0.5314 6.6738 -2.0932
H -2.3175 5.4390 -2.0605
H -1.8530 6.2289 -3.3916
H -2.9902 8.7082 -0.5209
H -2.8734 7.1911 0.2086
H -3.6518 7.4393 -1.2612
C -0.6220 -4.8454 -1.9841
O 0.5403 -4.4438 -1.4389
C 1.6942 -5.1040 -1.9700
C 2.8261 -5.3226 -0.9464
N 3.3310 -4.0068 -0.3705
C 4.2672 -4.3839 0.6838
C 5.5035 -5.0932 0.2980
O 5.8453 -4.6791 -0.9758
C 7.0690 -5.2612 -1.4296
H -0.5518 -5.0841 -3.0454
H -1.3916 -4.0856 -1.8485
H -1.0005 -5.7511 -1.5102
H 2.0779 -4.6507 -2.8840
H 1.5369 -6.1363 -2.2827
H 3.5847 -5.9829 -1.3667
H 2.2062 -5.7641 -0.1660
H 4.0735 -3.7867 -1.0189
H 3.8647 -4.9805 1.5024
H 4.4946 -3.5734 1.3763
H 5.3440 -6.1538 0.1038
H 6.3280 -4.8486 0.9676
H 7.5826 -5.8719 -0.6871
H 7.7820 -4.6030 -1.9261
H 6.7511 -6.1525 -1.9706
C 4.9304 -1.3809 -2.1243
O 4.0867 -1.2001 -0.9654
C 4.5066 -0.1852 -0.0772
C 3.8104 -0.3380 1.3228
N 2.4601 0.2616 1.4198
C 2.0840 0.7300 2.7460
C 2.1560 -0.3049 3.8679
O 3.3715 -0.5480 4.5841
C 3.7960 0.5698 5.3452
H 5.9694 -1.4462 -1.8014
H 4.5768 -0.5333 -2.7113
H 4.4948 -2.2697 -2.5809
H 4.3687 0.7910 -0.5420
H 5.5794 -0.2311 0.1102
H 4.5847 0.1772 1.8913
H 3.8203 -1.4016 1.5611
H 2.3730 1.1578 0.9622
H 1.0568 1.0944 2.7586
H 2.6602 1.6026 3.0537
H 2.0106 -1.3428 3.5684
H 1.4008 -0.1736 4.6429
H 4.7182 0.4169 5.9057
H 3.1646 0.8682 6.1821
H 4.0254 1.4962 4.8187
C -1.7468 0.2324 3.4257
C -1.2167 0.9341 4.5242
C -2.0555 1.1066 5.6316
C -3.3510 0.5288 5.7292
C -3.8081 -0.1005 4.6317
C -3.0255 -0.3517 3.5748
O -3.5252 -1.1724 2.6061
O -1.8011 1.8622 6.7497
H -1.0996 0.1390 2.5661
H -0.3930 1.5646 4.2236
H -3.9044 0.6216 6.6520
H -4.7097 -0.6941 4.5970
H -4.1058 -1.7768 3.0743
H -1.6286 2.7830 6.5398
C -3.7670 2.2657 -4.4055
C -3.9649 1.2918 -5.6336
O -5.2077 1.3742 -5.8808
C -5.7107 2.5580 -5.3330
O -6.8252 3.0581 -5.5105
O -4.8272 3.1262 -4.5781
H -2.7989 2.7248 -4.6058
H -3.8250 1.7937 -3.4247
H -3.8260 0.2758 -5.2641
H -3.1803 1.5119 -6.3574
C -4.7811 2.4139 1.6608
C -5.8999 2.3201 2.7306
O -6.5725 3.5772 2.6586
C -5.9505 4.4041 1.7253
O -6.2070 5.5687 1.4894
O -5.0709 3.7096 0.9792
H -4.9376 1.5636 0.9971
H -3.8374 2.4107 2.2063
H -5.5147 1.9781 3.6912
H -6.7527 1.7083 2.4365
C -3.9269 -5.5948 0.4728
C -4.5429 -4.2347 0.4524
O -5.8402 -4.4192 0.0352
C -5.8552 -5.5175 -0.7784
O -6.7787 -5.8867 -1.4498
O -4.8065 -6.2386 -0.5259
H -4.0554 -6.0551 1.4524
H -2.9175 -5.8692 0.1664
H -3.9779 -3.5313 -0.1592
H -4.7239 -3.8301 1.4482

Summary:
- LUMO energy: -0.027 eV
- Orbital gap: 8.6 eV

---

Here is C35H67Cl2F3N6O8PS2 as an isolated structure at a distorted geometry from the Open Molecules 2025 dataset. Energies are from the ωB97M-V functional and the def2-TZVPD basis.

Element x y z (Å)
C 0.4054 -4.2044 -1.1047
C 0.9438 -3.9951 -2.6032
C 2.1737 -3.0166 -2.8199
Cl 3.3127 -3.5890 -1.4404
C 2.1108 -1.4264 -2.7400
S 2.3976 -1.2163 -0.8771
C 3.3620 -0.9696 -3.7113
N 3.7749 0.3947 -3.3177
S 4.9979 -1.7828 -3.7786
O 5.0641 -3.1971 -4.3223
O 5.8275 -0.9935 -4.7947
C 6.0671 -1.7817 -2.2552
F 7.3316 -1.1747 -2.5253
F 5.5710 -1.1678 -1.1017
F 6.3961 -3.1271 -1.9032
C 2.6122 -0.8875 -5.1698
O 2.7023 0.3641 -5.8904
C 2.9050 -1.9807 -6.2945
C 4.0940 -1.6477 -7.3143
O 5.1158 -2.3907 -7.3008
O 4.0765 -0.6189 -8.2919
C 1.0233 -0.8843 -4.7498
O 0.2340 -2.0747 -5.1165
N -0.5204 -1.7865 -6.2358
O -0.8645 -2.8257 -6.7032
N 0.9505 -0.5714 -3.2573
C 0.7669 0.8494 -2.7957
C 0.8796 2.0192 -3.8790
C -0.1599 2.3735 -4.9653
C -0.0041 3.5749 -5.9661
C 1.2350 4.5193 -5.8813
C 2.2953 4.1991 -4.8020
C 2.1023 3.0149 -3.8404
P -0.7596 -1.2033 -2.9217
O -1.9017 -0.1976 -3.7362
Cl -1.1286 -1.1389 -0.8062
H -0.7089 -4.4540 -1.1461
H 0.9228 -5.1370 -0.6575
H 0.5880 -3.3556 -0.3767
H 1.3481 -5.0424 -2.9013
H 0.0375 -3.8614 -3.2805
H 2.5891 -3.3212 -3.8552
H 2.9068 0.0780 -0.6696
H 4.1337 0.4740 -2.3649
H 4.3029 0.9063 -4.0265
H 2.2768 0.3058 -6.7733
H 3.0732 -3.0489 -5.9388
H 1.9632 -2.0300 -6.9704
H 4.9688 -0.1881 -8.2172
H 0.5972 -0.1433 -5.4975
H 1.5281 1.1928 -1.9956
H -0.2456 1.0609 -2.2706
H -1.1070 1.7625 -5.0831
H -0.8175 3.7903 -6.7293
H 1.4126 5.4268 -6.5418
H 3.2395 4.8373 -4.6411
H 2.9065 2.8376 -3.0337
H -2.5440 -0.7697 -4.2329
C -2.0427 -1.5119 6.9617
C -1.3269 -1.6141 5.6208
N -2.1812 -2.0856 4.5362
C -1.4397 -2.4683 3.3392
C -0.6684 -1.3735 2.6033
C -3.4030 -1.3229 4.2970
C -3.2617 0.1677 3.9921
H -2.5225 -2.4581 7.2264
H -1.3234 -1.2702 7.7486
H -2.8010 -0.7248 6.9614
H -0.5025 -2.3228 5.7527
H -0.8707 -0.6439 5.3865
H -2.1200 -2.9568 2.6323
H -0.7250 -3.2505 3.6217
H -1.3356 -0.7112 2.0499
H 0.0030 -1.8310 1.8681
H -0.0530 -0.7721 3.2754
H -4.0471 -1.4276 5.1759
H -3.9736 -1.7948 3.4898
H -2.5753 0.6731 4.6751
H -4.2357 0.6549 4.0953
H -2.9275 0.3435 2.9684
C -1.1147 7.3698 -3.7833
C -2.1155 7.7163 -4.8765
N -2.8643 6.5682 -5.3586
C -3.5982 6.8288 -6.5952
C -4.7217 7.8626 -6.5482
C -3.5933 5.8001 -4.3535
C -4.6262 6.5400 -3.5052
H -0.4447 6.5660 -4.1021
H -0.5013 8.2453 -3.5531
H -1.6065 7.0652 -2.8560
H -1.5467 8.1374 -5.7120
H -2.7747 8.5147 -4.5141
H -4.0022 5.8864 -6.9821
H -2.8753 7.1530 -7.3535
H -5.6042 7.4777 -6.0367
H -5.0321 8.1108 -7.5678
H -4.4131 8.7927 -6.0669
H -2.8624 5.3465 -3.6752
H -4.0803 4.9440 -4.8333
H -4.2502 7.4902 -3.1196
H -4.8960 5.9257 -2.6409
H -5.5469 6.7283 -4.0584
C 0.6458 -3.4277 8.6929
C 0.8753 -4.1648 10.0064
N 0.4130 -3.4287 11.1767
C 0.8954 -3.9834 12.4392
C 0.4322 -5.3888 12.8189
C -0.9878 -3.0174 11.1693
C -2.0475 -4.1073 11.0150
H 1.0818 -2.4250 8.7210
H 1.1187 -3.9749 7.8723
H -0.4170 -3.3391 8.4550
H 1.9542 -4.3276 10.0968
H 0.4136 -5.1581 9.9420
H 0.6450 -3.2969 13.2555
H 1.9915 -3.9883 12.4074
H -0.6081 -5.3973 13.1453
H 1.0290 -5.7549 13.6601
H 0.5508 -6.1026 12.0012
H -1.1265 -2.2950 10.3578
H -1.2026 -2.4439 12.0773
H -1.8105 -4.8137 10.2160
H -3.0088 -3.6485 10.7649
H -2.1950 -4.6648 11.9405

Summary:
- Total charge: +1
- LUMO energy: -4.176 eV
- Orbital gap: 4.9 eV